{"formula": "C4H36N2O14", "method": "wB97M-V/def2-TZVPD", "homo_lumo_gap_ev": 9.300, "de_lowest_kcal_mol": 183.5, "charge": 0, "symbols": ["C", "C", "C", "O", "N", "C", "N", "H", "H", "H", "H", "H", "H", "H", "H", "H", "H", "H", "H", "O", "H", "H", "O", "H", "H", "O", "H", "H", "O", "H", "H", "O", "H", "H", "O", "H", "H", "O", "H", "H", "O", "H", "H", "O", "H", "H", "O", "H", "H", "O", "H", "H", "O", "H", "H", "O"], "coordinates": [[3.5616, 0.7003, -1.0215], [2.3404, 1.0412, -2.0585], [1.8985, -0.2010, -2.7397], [0.7498, -0.2660, -3.1895], [3.8356, -0.8131, -0.8537], [3.5799, -1.6428, 0.3988], [2.1355, -1.8122, 0.4626], [3.5119, 1.2485, 0.0131], [4.3892, 1.0535, -1.6518], [1.6209, 1.5557, -1.4747], [2.5913, 1.7234, -2.7467], [2.5572, -1.0524, -2.9790], [4.7915, -0.9983, -1.1502], [3.9771, -2.5800, 0.0496], [3.9556, -1.4263, 1.3527], [1.6427, -2.0150, 1.3258], [1.5712, -1.0449, 0.0850], [-2.4688, 2.0370, 1.4729], [-2.9855, 3.2409, 2.5388], [-2.2679, 2.5676, 2.2910], [-1.3250, -0.7486, 4.1051], [-2.7987, -0.1544, 4.0059], [-2.3163, -0.9305, 4.1885], [-1.3546, 0.6206, -2.3346], [-1.4975, 0.1811, -0.8042], [-1.7956, 0.8411, -1.4309], [-0.7900, -4.1315, 1.4386], [0.1257, -3.4881, 2.5400], [-0.7770, -3.5761, 2.1942], [-3.1745, 0.6640, 0.5142], [-4.5245, 1.3498, 1.1771], [-3.8740, 1.3697, 0.4238], [-1.8331, 4.2179, -1.2314], [-1.2580, 2.8093, -1.6958], [-1.0525, 3.7350, -1.6994], [-2.9228, -1.5486, 1.0089], [-2.4436, -0.9822, 2.4939], [-2.7173, -0.8274, 1.4925], [0.8135, -4.3731, -0.3466], [-0.2812, -4.3993, -1.3150], [-0.1692, -4.6280, -0.4474], [0.9248, 4.6396, -1.6394], [0.5612, 4.0338, -0.3934], [1.2008, 4.7351, -0.7413], [-2.2637, -2.2996, -2.4832], [-0.8257, -2.0258, -3.0012], [-1.5348, -2.5927, -2.9317], [-0.2654, -1.1062, 2.5347], [0.5051, -1.7165, 3.8191], [0.5070, -1.0121, 3.0923], [-0.7293, 0.6164, -4.0405], [-2.0484, 0.7781, -3.8319], [-1.5107, 0.0272, -3.8455], [0.5680, 3.2254, 3.5395], [-0.3722, 2.8731, 2.4570], [0.2616, 2.5073, 3.0634]], "forces_ev_per_angstrom": [[0.20, -0.53, 0.09], [1.21, -3.49, 4.66], [-2.33, 0.03, -1.43], [1.98, -0.30, 0.84], [0.16, 1.09, 1.06], [-1.98, 0.40, -3.24], [-1.79, 0.03, -0.51], [-0.08, -0.87, -2.18], [0.35, 0.04, 1.01], [-1.49, -0.08, 0.36], [1.57, 2.43, -2.76], [0.24, 0.47, 0.49], [-0.35, 0.16, 0.13], [0.50, -0.57, 0.27], [1.10, 1.18, 1.22], [0.98, 0.05, 0.35], [0.82, -0.21, -0.09], [-0.78, 1.40, 0.99], [1.43, -1.86, -1.26], [-0.93, 0.91, 0.34], [-1.94, 0.30, 0.39], [-0.55, 1.95, 0.05], [2.60, -1.65, -0.19], [-0.90, -0.46, 2.27], [0.29, -0.21, 0.03], [0.85, 0.45, -1.33], [0.43, -0.87, -1.40], [-0.47, -0.45, -0.61], [0.03, 1.34, 1.89], [-1.72, 0.42, 0.42], [1.41, -0.58, -1.09], [-0.27, 0.08, 0.39], [2.07, -1.57, -1.31], [-0.64, -1.12, 0.37], [-1.89, 2.25, 0.95], [-0.84, -4.10, -1.71], [-1.03, -0.60, -2.59], [2.04, 4.16, 4.11], [-2.16, -0.52, 0.17], [-1.18, 1.00, -3.77], [3.29, -0.33, 3.60], [-0.12, 0.37, -1.22], [1.29, 1.53, -0.22], [-0.79, -1.66, 1.61], [-2.27, 1.79, 1.63], [1.81, 2.54, -0.02], [0.56, -4.58, -1.55], [-0.33, -0.58, -0.22], [-0.30, 1.39, -1.77], [0.64, -1.03, 1.99], [0.08, -1.93, -0.09], [-3.25, 1.40, -0.20], [2.13, 1.03, -1.17], [1.11, 2.16, 1.54], [-0.85, 0.05, -0.29], [0.08, -2.29, -0.99]]}


{"formula": "C5H33N2O12", "method": "wB97M-V/def2-TZVPD", "homo_lumo_gap_ev": 10.677, "de_lowest_kcal_mol": 0.0, "charge": 1, "symbols": ["O", "C", "C", "C", "C", "N", "C", "N", "H", "H", "H", "H", "H", "H", "H", "H", "H", "H", "H", "H", "H", "O", "H", "H", "O", "H", "H", "O", "H", "H", "O", "H", "H", "O", "H", "H", "O", "H", "H", "O", "H", "H", "O", "H", "H", "O", "H", "H", "O", "H", "H", "O"], "coordinates": [[-3.2318, 1.9662, -0.5758], [-2.7022, 2.2944, 0.4716], [-2.1160, 1.2440, 1.3813], [-0.8341, 0.6524, 0.8044], [-0.9230, 0.1854, -0.6653], [-1.1631, -2.7485, -1.0338], [-2.2079, -1.9091, -0.8446], [-2.1257, -0.6002, -0.8590], [-2.6166, 3.3406, 0.7512], [-1.8852, 1.6626, 2.3814], [-2.8692, 0.4384, 1.5475], [-0.5210, -0.2517, 1.4537], [0.0104, 1.3698, 0.9185], [-0.9589, 1.1322, -1.3032], [0.0204, -0.2999, -0.9877], [-0.2079, -2.3823, -1.1517], [-1.2704, -3.7535, -1.0829], [-3.1864, -2.3870, -0.8023], [-2.9883, -0.0612, -0.7484], [0.1303, 2.9889, -2.7424], [-0.8947, 3.8279, -1.9488], [0.0419, 3.6824, -2.0592], [-1.1912, -0.5797, 3.3948], [-0.8669, -0.2829, 4.8654], [-0.6472, -0.0394, 3.9442], [2.4075, -2.7511, -0.7849], [1.9535, -1.5052, -0.0252], [1.6445, -2.3633, -0.2884], [1.0035, -1.9860, 2.4721], [0.8904, -2.8856, 1.2214], [0.5249, -2.7456, 2.1116], [-2.5412, -2.8365, 2.1912], [-1.0830, -2.4379, 1.7928], [-2.0710, -2.1600, 1.6752], [4.2228, -0.0925, -2.2943], [3.2904, 0.0207, -1.0039], [3.4798, -0.5067, -1.8366], [2.3246, 0.3174, 1.2765], [2.2189, 1.5360, 0.3194], [2.6088, 0.6583, 0.4214], [1.4178, -1.2316, -3.9552], [2.0221, -0.6963, -2.6276], [1.1478, -0.8050, -3.1203], [0.9892, 3.3437, -0.7164], [2.0868, 3.8434, 0.2318], [1.4543, 3.0857, 0.1403], [2.4492, -0.4755, 3.4264], [0.9321, -0.1523, 3.2464], [1.7577, -0.4333, 2.7869], [-0.5002, 1.4536, -4.5184], [0.4550, 0.7219, -3.4763], [0.1182, 1.5936, -3.7746]], "forces_ev_per_angstrom": [[0.12, 0.45, 0.47], [-0.26, -1.12, -0.50], [-0.38, -0.03, 0.96], [1.60, -1.37, 0.86], [0.94, 2.05, -0.26], [-0.48, 1.54, -0.05], [1.30, -1.17, -0.91], [-0.26, -0.85, -0.05], [0.01, 0.49, 0.07], [-0.14, -0.13, -0.57], [0.40, 0.52, -0.25], [-0.62, 1.38, -1.09], [-0.67, -0.36, -0.32], [-0.27, -1.46, 0.55], [-0.84, -0.12, 0.24], [-0.52, -0.27, 0.15], [-0.30, 0.40, 0.14], [0.20, 0.38, 0.07], [0.27, -0.12, -0.12], [-0.12, -0.10, -0.17], [-0.40, 0.12, -0.01], [0.44, 0.02, 0.12], [-0.93, -0.86, -0.72], [0.20, 0.19, -0.66], [0.50, 0.55, 1.41], [-0.87, 0.49, 0.53], [0.37, 1.05, 0.22], [0.73, -1.32, -1.09], [0.31, 0.08, -0.03], [0.22, 0.03, 0.19], [-0.72, -0.51, -0.09], [0.08, 0.33, -0.20], [-1.28, 0.40, -0.05], [1.10, -0.75, 0.89], [-0.16, -0.04, 0.19], [0.29, -0.34, -0.62], [-0.04, 0.35, 0.59], [-0.04, -0.02, 0.47], [-0.29, 0.73, -0.14], [0.36, -0.78, -0.52], [-0.28, 0.25, 0.46], [-0.63, 0.01, -0.46], [0.90, -0.44, -0.05], [0.03, -0.45, 0.69], [-0.69, -1.05, 0.18], [0.62, 1.57, -0.77], [0.78, 0.01, 0.85], [0.26, 0.08, 0.17], [-0.80, 0.12, -0.64], [0.58, 0.02, 0.65], [-0.04, -0.06, -0.31], [-0.58, 0.14, -0.51]]}


Number 1: energy -1336.69938 hartree, M 336.3 g/mol. Number 2: energy -1222.56544 hartree, M 313.3 g/mol.